[1]
This record from the Open Molecules 2025 dataset describes a molecular structure, C44H53CsN5O4PS5 in a non-equilibrium geometry. The level of theory is wB97M-V/def2-TZVPD.

Each line ends with the Mulliken charge.
Cartesian coordinates (Å):
Cs: -0.4039 -0.2155 0.4023  3.097
S: -1.8602 -4.4182 -0.1450  -0.145
S: -4.3680 -1.8873 0.8583  0.074
S: -3.1423 -0.0398 -1.7152  0.434
S: -0.8591 -2.1185 -2.5955  0.633
S: -6.0825 5.7860 2.4383  -0.376
P: 2.6949 -0.1747 -0.5253  1.398
O: -0.8446 2.2121 -3.3577  -0.912
O: 1.8051 6.5042 -2.4002  -0.756
O: 2.1807 6.9742 -0.2193  -0.772
O: -0.7548 0.6736 -1.7297  -1.068
N: -4.9491 5.2970 4.7423  -0.430
N: -2.7823 1.5363 2.2021  0.513
N: -0.1093 2.5545 0.0600  0.597
N: -0.5600 -0.9622 3.8217  -0.030
N: -1.7071 -3.3413 3.0861  -0.162
C: 5.2712 -1.0625 0.1241  -0.045
C: 1.9773 0.1599 -3.1376  -0.848
C: 3.7057 1.3549 -0.7249  -0.078
C: 4.3336 1.7429 -1.9074  -0.361
C: -0.6963 -1.9719 4.8570  -0.671
C: -5.3477 -0.8585 -0.2787  -0.933
C: 1.6550 -0.1440 -4.4469  -1.297
C: -0.5820 1.8402 -2.2047  -0.485
C: 6.2302 -1.7716 0.8328  -0.976
C: -4.4548 -3.5117 0.0398  -1.063
C: 2.4447 -2.3694 -4.0700  -0.655
C: -3.3451 -3.7634 -0.9768  0.778
C: 4.4619 -2.8498 2.0752  -1.183
C: 3.9074 -1.2300 0.3374  0.049
C: -0.0054 2.8611 -1.2347  0.131
C: 3.8080 2.1970 0.3958  0.876
C: -1.7840 -2.9805 4.4918  -0.768
C: -3.2226 2.4336 1.3183  -0.297
C: 2.7655 -2.0818 -2.7433  0.601
C: -4.2934 3.7688 3.0013  0.964
C: 3.4317 -2.2054 1.2989  1.830
C: 4.4657 3.4159 0.2767  -0.657
C: 3.2313 1.7838 1.7208  -2.039
C: -3.0941 1.7470 3.4781  -0.411
C: -0.6720 -4.6701 -1.5238  -0.277
C: 1.8975 -1.4236 -4.9212  -1.036
C: 1.0883 4.9422 -0.7595  -0.273
C: 5.0419 3.8113 -0.9192  -0.813
C: 2.5504 -0.7759 -2.2674  1.525
C: 0.3518 3.4366 0.9433  -0.651
C: -4.8374 -0.7560 -1.7043  -0.912
C: 1.7761 6.2783 -1.1765  0.493
C: -5.0640 4.9350 3.4286  0.126
C: -0.9491 -3.9298 -2.8192  -1.302
C: 2.1063 -2.5488 1.4605  -1.461
C: 4.9923 2.9584 -2.0094  -0.802
C: -3.8225 2.8306 3.9278  -1.032
C: 0.9591 4.6272 0.5888  -0.929
C: 5.7941 -2.6514 1.8390  -0.362
C: -2.7715 -0.2866 -3.4714  -0.973
C: -2.1717 -1.6552 -3.7741  -1.189
C: -3.9788 3.5402 1.6621  -0.971
C: 3.3035 -3.1981 -1.8846  -1.244
C: 0.5789 4.0415 -1.6855  -0.533
H: -1.4654 -0.6079 3.5369  -0.133
H: 0.2228 3.1636 1.9906  0.391
H: 6.5301 -3.1713 2.4466  0.286
H: -4.4149 -4.2508 0.8422  0.496
H: -5.3209 0.1273 0.1913  0.252
H: -0.6433 -5.7437 -1.7169  0.588
H: 0.0138 -0.1876 4.1303  0.128
H: -1.9255 -4.1944 -3.2270  0.406
H: -2.9403 -2.4322 -3.7128  0.422
H: -0.7832 -3.6615 2.8184  0.039
H: 0.2643 -2.4914 4.9367  0.422
H: 1.3416 5.3182 1.3280  0.487
H: 3.7969 0.9442 2.1348  0.379
H: 0.6358 4.2551 -2.7433  0.642
H: 3.2493 2.6156 2.4262  0.449
H: -4.0567 2.9245 4.9799  0.453
H: -2.7412 1.0039 4.1864  0.381
H: -3.0444 -2.8316 -1.4520  -1.140
H: -4.0608 5.1232 5.1909  0.230
H: 5.5990 -0.3428 -0.6188  0.361
H: -3.6901 -0.1444 -4.0455  0.768
H: 1.6393 -1.6910 -5.9403  0.328
H: 4.3421 -3.0173 -1.6071  0.331
H: 1.7713 1.1572 -2.7691  0.822
H: 2.7355 -3.2915 -0.9547  -0.114
H: -1.6956 -3.8299 5.1880  0.348
H: 7.2860 -1.6416 0.6250  0.364
H: -5.4332 -3.5859 -0.4392  0.423
H: 4.5041 4.0793 1.1335  0.310
H: 4.1420 -3.5372 2.8535  0.298
H: -5.3569 6.1964 4.9421  0.252
H: -5.5054 -0.0966 -2.2662  0.520
H: 1.8128 -3.2825 2.2046  -0.129
H: -2.9483 2.2535 0.2839  0.240
H: -3.6776 -4.4937 -1.7184  0.390
H: -4.3031 4.2431 0.9080  0.410
H: -1.7433 -1.6611 -4.7787  0.660
H: 1.1993 0.6107 -5.0762  0.429
H: 5.5083 4.7847 -1.0018  0.369
H: 2.6191 -3.3763 -4.4388  0.359
H: 2.2006 1.4547 1.5883  0.310
H: -0.1888 -4.2242 -3.5471  0.544
H: -4.8392 -1.7347 -2.1920  0.344
H: 3.2493 -4.1471 -2.4240  0.461
H: -0.9350 -1.5755 5.8569  0.282
H: -2.3828 -4.0495 2.8348  0.178
H: -6.3751 -1.2301 -0.2601  0.560
H: 4.2941 1.0931 -2.7713  0.458
H: 5.4470 3.2481 -2.9494  0.395
H: -2.7670 -2.5249 4.6583  0.393
H: 1.3144 -2.0856 0.8930  -0.687
H: 0.2962 -4.3622 -1.1236  -0.172
H: -2.0718 0.5107 -3.7148  0.075

Properties
Spin multiplicity: 1
Net charge: -2

=====

[2]
This record from the Open Molecules 2025 dataset describes a molecular structure, C28H39AsCsI2N2OSSi3 in a non-equilibrium geometry. The level of theory is wB97M-V/def2-TZVPD.

Each line ends with the Mulliken charge.
Cartesian coordinates (Å):
Cs: -0.2475 0.2603 0.5219  1.150
I: -8.1913 -0.9408 0.3509  0.016
I: -4.5355 3.6395 -0.6212  -0.008
As: -0.0911 -0.1217 -3.8014  0.098
S: 1.1442 -1.1562 2.9964  -0.652
Si: -2.2125 0.8674 -4.1887  0.136
Si: -0.3553 -2.4442 -4.0898  0.417
Si: 1.1807 0.5879 -5.6490  0.369
O: -2.4034 1.2579 -0.2881  -0.739
N: -2.7047 -1.3375 0.3767  0.030
N: 3.1034 -0.2544 0.7970  -0.111
C: -6.0260 1.0806 -0.0741  -0.428
C: 3.2325 0.0376 -1.5873  -0.479
C: -6.2344 -0.2481 0.1841  -0.399
C: -5.2202 -2.4872 0.6382  -0.840
C: -3.5768 0.8403 -0.1160  0.998
C: 2.9380 -0.0730 -5.4814  -0.566
C: -2.8421 -2.6053 0.6782  -0.602
C: -3.8124 -0.5751 0.2099  -0.620
C: 1.2094 2.4731 -5.5976  -1.110
C: 1.3015 -3.2382 -3.6613  -1.027
C: -3.5183 -0.2056 -3.3732  -0.501
C: 3.6259 -0.2521 2.0556  -0.716
C: -5.1163 -1.1096 0.3437  1.312
C: 5.7635 0.4524 1.1590  -0.861
C: 3.3752 -0.5810 4.4234  -0.474
C: 5.2238 0.4142 -0.0907  -0.502
C: 0.5764 0.0568 -7.3623  -1.031
C: 4.9742 0.1174 2.2804  1.236
C: 4.7038 -0.1968 4.6365  -0.462
C: 5.5136 0.1458 3.5889  -0.948
C: -2.1164 2.5523 -3.3675  -0.824
C: 2.7874 -0.6392 3.1667  0.383
C: -2.6593 1.0777 -6.0148  -1.065
C: -0.8781 -2.9989 -5.8219  -1.119
C: -4.7433 1.6145 -0.2054  -0.335
C: -1.6254 -3.0531 -2.8418  -0.912
C: -4.0916 -3.2347 0.8069  -0.790
C: 3.8615 0.0523 -0.2241  0.273
H: 1.5608 -3.0546 -2.6170  0.289
H: 3.9914 -0.0020 -2.3674  0.229
H: 2.6264 0.9326 -1.7550  0.271
H: 6.8000 0.7308 1.3162  0.356
H: -3.0415 3.1110 -3.5326  0.330
H: -2.0613 1.8458 -6.5044  0.271
H: -1.4743 -2.6181 -1.8526  -0.030
H: 5.0831 -0.1836 5.6524  0.335
H: -3.7039 1.4030 -6.0645  0.390
H: 3.3427 0.0840 -4.4849  -0.160
H: 2.7647 -0.8584 5.2730  0.370
H: -3.8373 -1.0123 -4.0366  0.448
H: -1.2063 -4.0418 -5.7722  0.392
H: -2.5710 0.1530 -6.5866  0.246
H: 5.8045 0.6569 -0.9713  0.372
H: -0.0540 -2.9516 -6.5347  0.296
H: 2.1250 -2.8732 -4.2752  0.200
H: 2.5703 -0.8212 -1.6962  -0.002
H: 1.2911 0.4545 -8.0914  0.383
H: 6.5474 0.4387 3.7297  0.312
H: -3.1660 -0.6413 -2.4364  -0.365
H: -1.7042 -2.4078 -6.2182  0.273
H: -2.6523 -2.8380 -3.1392  0.332
H: 2.9880 -1.1400 -5.7036  0.284
H: 3.5894 0.4373 -6.1970  0.379
H: -6.8734 1.7452 -0.1888  0.312
H: -4.3976 0.4021 -3.1404  0.383
H: -6.2013 -2.9324 0.7353  0.159
H: -1.5266 -4.1390 -2.7482  0.498
H: 0.5532 -1.0264 -7.4853  0.251
H: -1.2864 3.1459 -3.7512  0.307
H: -4.1429 -4.2890 1.0429  0.399
H: -1.9982 2.4313 -2.2891  0.113
H: -1.9293 -3.1757 0.8249  0.473
H: 0.2260 2.8910 -5.8172  0.259
H: 1.2360 -4.3214 -3.7978  0.384
H: 1.9058 2.8593 -6.3469  0.396
H: 1.5197 2.8476 -4.6212  0.303
H: -0.4061 0.4481 -7.6141  0.261

Properties
Spin multiplicity: 1
Net charge: -1

=====

Looking at energy relative to the best compared isomer or geometry (same formula, charge and spin) for the records above, in order, we have 1.045, 0.470 eV.
Looking at lowest unoccupied orbital energy for the records above, in order, we have 2.48, 1.95 eV.